No. 1
Below is C4H9FS in the gas phase at a distorted geometry, with properties calculated with ωB97M-V/def2-TZVPD.

Properties
- Spin multiplicity: 1
- Energy relative to the best compared isomer or geometry (same formula, charge and spin): 77.9 kJ/mol
- DFT total energy: -17846.154 eV
- SMILES string: CC[C@@H](F)CS
- HOMO energy: -0.339 Eh

Last column: natural (NBO) charge in e.
Element x y z (Å)
C (-1.23689, 0.95359, -1.17130)  -0.605
C (-0.92558, -0.22418, -0.31374)  -0.438
C (0.62401, -0.58566, -0.26850)  0.207
C (1.09388, -0.87671, 1.15215)  -0.574
H (-0.92353, 1.88678, -0.65966)  0.215
H (-2.32223, 0.89541, -1.51426)  0.211
H (-0.62659, 0.91389, -2.05148)  0.213
H (-1.48869, -1.07441, -0.59571)  0.204
H (-1.18379, 0.03627, 0.67393)  0.208
H (0.87579, -1.42274, -0.92495)  0.175
H (2.05938, -1.51231, 1.15669)  0.225
H (0.32761, -1.61366, 1.52793)  0.234
H (1.37987, 1.54707, 1.45538)  0.152
F (1.27868, 0.56362, -0.78533)  -0.388
S (1.06809, 0.51303, 2.31887)  -0.040

No. 2
Below is 2 unconnected molecules or ions with the total composition C4H9FS2 at a distorted geometry, with properties calculated with ωB97M-V/def2-TZVPD.

Properties
- Spin multiplicity: 1
- Energy relative to the best compared isomer or geometry (same formula, charge and spin): 442.9 kJ/mol
- DFT total energy: -28677.032 eV
- HOMO energy (spin up / spin down): -0.253 / -0.317 Eh

Last column: natural (NBO) charge in e.
Element x y z (Å)
C (-1.17028, 2.20796, -0.43932)  -0.662
C (-0.41480, -2.00380, -0.35992)  -0.721
C (-0.78124, 0.80537, -0.16545)  -0.354
C (2.77627, 0.29708, -0.65916)  0.080
F (3.43081, 1.39140, -0.17160)  -0.357
S (3.30566, -1.18537, 0.27362)  -0.049
S (-1.40312, -0.60014, -1.07199)  0.236
H (-0.48428, 2.80593, -1.07386)  0.214
H (-2.03862, 2.02576, -0.94235)  0.215
H (-1.38018, 2.61040, 0.44136)  0.217
H (0.27835, -2.20062, -1.20448)  0.233
H (-1.22086, -2.82284, -0.09258)  0.241
H (0.10132, -1.67513, 0.48355)  0.218
H (-0.07877, 0.55108, 0.62879)  0.177
H (1.63287, 0.46911, -0.48143)  0.169
H (4.52874, -0.75915, 0.56679)  0.143

No. 3
Below is 2 unconnected molecules or ions with the total composition C4H9IN at a distorted geometry, with properties calculated with ωB97M-V/def2-TZVPD.

Properties
- Spin multiplicity: 1
- Energy relative to the best compared isomer or geometry (same formula, charge and spin): 581.9 kJ/mol
- Total charge: +1
- DFT total energy: -13871.871 eV
- HOMO energy (spin up / spin down): -0.467 / -0.408 Eh

Last column: natural (NBO) charge in e.
Element x y z (Å)
C (1.43996, -0.87152, 0.18735)  -0.115
C (0.42803, -0.26105, -0.59204)  0.167
C (2.92522, -0.45450, 0.27851)  -0.641
C (-2.95071, 0.64960, -1.34432)  -0.590
N (0.68462, 0.30618, 0.79459)  -0.576
I (-4.01767, -0.10776, 0.17043)  0.242
H (1.24441, -1.87745, 0.54486)  0.272
H (0.53322, 0.51206, -1.35868)  0.224
H (3.61345, -1.12786, -0.33115)  0.273
H (3.37290, -0.42442, 1.30159)  0.265
H (2.98672, 0.59047, -0.11590)  0.215
H (-1.89269, 0.70268, -1.16336)  0.153
H (-3.44759, 1.11722, -2.19054)  0.217
H (-0.00626, -0.01318, 1.38530)  0.441
H (1.24379, 1.13188, 0.96685)  0.454

No. 4
Below is 2 unconnected molecules or ions with the total composition C4H9IN2 at a distorted geometry, with properties calculated with ωB97M-V/def2-TZVPD.

Properties
- Spin multiplicity: 1
- Energy relative to the best compared isomer or geometry (same formula, charge and spin): 189.9 kJ/mol
- DFT total energy: -15370.593 eV
- HOMO energy: -0.314 Eh

Last column: natural (NBO) charge in e.
Element x y z (Å)
C (-0.55090, -2.23339, -1.94486)  -0.425
C (-0.45310, -1.04590, -2.55707)  -0.294
C (-0.58104, 0.98644, 1.13442)  0.072
C (-0.27114, 2.51048, 1.38426)  -0.716
N (0.81135, -0.92876, 1.10991)  -0.645
N (0.53100, 0.38594, 1.47668)  -0.417
I (1.33459, -0.27062, -3.41451)  0.098
H (0.26931, -2.84472, -1.74411)  0.203
H (-1.47414, -2.62921, -1.54164)  0.214
H (-1.19257, -0.32782, -2.65287)  0.204
H (0.67717, 2.78186, 0.94953)  0.204
H (-0.26128, 2.58617, 2.49038)  0.214
H (-1.01899, 3.10803, 0.98962)  0.216
H (0.68146, -1.54789, 1.97027)  0.336
H (0.11058, -1.32856, 0.50156)  0.372
H (1.38769, 0.79795, 1.84844)  0.364

No. 5
Below is C4H9IN2O in the gas phase at a distorted geometry, with properties calculated with ωB97M-V/def2-TZVPD.

Properties
- Spin multiplicity: 3
- Energy relative to the best compared isomer or geometry (same formula, charge and spin): 0.0 kJ/mol
- DFT total energy: -17417.646 eV
- <S²>: 2.0102
- HOMO energy (spin up / spin down): -0.227 / -0.330 Eh

Last column: Löwdin spin population.
Element x y z (Å)
C (-1.23811, 0.30144, 0.01997)  0.036
C (2.50354, 0.71554, 0.06231)  0.001
C (0.21636, -0.06211, -0.12794)  0.014
C (1.11246, 1.22182, -0.01292)  0.002
N (-1.93201, -2.08138, 0.16216)  0.112
N (-2.16195, -0.77002, 0.02963)  0.586
O (-1.59940, 1.44019, 0.14591)  0.072
I (-4.13918, 0.00101, 0.03272)  1.148
H (2.67961, 0.05965, -0.82260)  0.000
H (2.65450, 0.12893, 0.95325)  0.000
H (3.12860, 1.68008, 0.10326)  0.000
H (0.63617, -0.83275, 0.56967)  0.002
H (0.39673, -0.42659, -1.13639)  -0.001
H (0.74654, 2.08698, 0.62017)  0.000
H (1.10273, 1.64531, -1.02223)  0.000
H (-1.85260, -2.45586, 1.04547)  0.016
H (-2.25399, -2.65222, -0.62244)  0.011

No. 6
Below is a molecular structure, C4H9IO4P at a distorted geometry, with properties calculated with ωB97M-V/def2-TZVPD.

Properties
- Spin multiplicity: 1
- Energy relative to the best compared isomer or geometry (same formula, charge and spin): 115.2 kJ/mol
- Total charge: +1
- DFT total energy: -29864.458 eV
- HOMO energy: -0.470 Eh

Last column: natural (NBO) charge in e.
Element x y z (Å)
C (1.65318, 1.59747, 0.17657)  -0.467
C (0.35841, 1.89362, 0.90603)  -0.065
C (1.43443, 0.62563, -1.08902)  -0.107
C (-1.25461, -3.02115, 0.10762)  -0.206
O (-0.29526, 0.66876, 1.35020)  -0.752
O (0.71099, -0.60540, -0.77121)  -0.766
O (-0.84502, -1.72535, 0.77519)  -0.841
O (-1.97094, 0.31216, -1.00671)  -0.938
P (-0.41441, -0.40788, 0.25262)  2.602
I (-3.63820, 0.35178, 0.11310)  0.457
H (2.10043, 2.37544, -0.42108)  0.264
H (2.26734, 1.34888, 0.97398)  0.235
H (0.60556, 2.42906, 1.75245)  0.226
H (-0.31207, 2.36851, 0.32021)  0.206
H (1.14394, 1.19254, -1.97536)  0.235
H (2.37843, 0.32081, -1.47303)  0.232
H (-1.74523, -3.69717, 0.75793)  0.233
H (-0.27264, -3.39167, -0.03275)  0.218
H (-1.90433, -2.63603, -0.71675)  0.234